No. 1
The following is a quantum chemistry calculation of a molecular structure, C10H27KNO4 in a non-equilibrium geometry, from OMol25.

Results
* calculated total energy: -36809.7687 eV
* strongest force on any atom: 0.0414 hartree/bohr
* gap between HOMO and LUMO (alpha / beta): 2.85 / 10.13 eV
* total charge: 0
* 2S+1: 2

Structure (XYZ):
```
43
C10H27KNO4 | OMol25 | the ωB97M-V functional and the def2-TZVPD basis
K -0.24832 -1.65461 0.54160
C 0.50998 -1.75757 4.15634
O -0.20857 -1.06070 3.12775
C -0.38210 0.31529 3.50940
C -1.25906 0.92032 2.39085
N -0.46863 1.12430 1.13950
C -1.37617 1.62140 0.07150
C -0.52617 2.03784 -1.11489
O 0.15872 3.24202 -0.90904
C 0.99597 3.64370 -1.94844
H 1.45354 -1.26677 4.39485
H 0.74842 -2.70460 3.67222
H -0.06622 -1.90276 5.07014
H 0.56568 0.84774 3.58893
H -0.90141 0.33944 4.46744
H -1.62889 1.89055 2.72249
H -2.11087 0.27148 2.18704
H 0.22527 1.83210 1.33348
H -1.95668 2.50593 0.33365
H -2.13773 0.88949 -0.19762
H -1.22270 2.12535 -1.94873
H 0.20580 1.27070 -1.36750
H 1.91618 3.06210 -1.89324
H 1.30235 4.68529 -1.85180
H 0.61147 3.58512 -2.96669
C 4.48019 -1.07343 -0.26760
C 3.77397 -2.29299 -0.89012
O 2.36406 -2.19787 -0.65828
H 5.51288 -1.07360 -0.61637
H 4.48169 -1.17249 0.81789
H 4.03201 -0.14294 -0.61607
H 4.17665 -3.26242 -0.59657
H 3.86950 -2.24825 -1.97501
H 1.96537 -2.92965 -1.13488
C -3.72737 -0.15300 -2.60305
C -3.09178 -1.52996 -2.59197
O -2.29013 -1.79712 -1.50905
H -4.47951 0.01041 -1.83125
H -4.14526 -0.01320 -3.60001
H -2.94891 0.60747 -2.54150
H -2.48885 -1.64549 -3.49264
H -3.83557 -2.31363 -2.73603
H -1.84877 -2.63494 -1.66672
```


No. 2
The following is a quantum chemistry calculation of a molecular structure, C5H11NO2S in a non-equilibrium geometry, from OMol25.

Results
* calculated total energy: -21774.8388 eV
* ΔE to the lowest compared entry with this formula, charge and spin: 63.4 kcal/mol
* strongest force on any atom: 0.1177 hartree/bohr
* gap between HOMO and LUMO (alpha / beta): 5.64 / 5.93 eV
* total charge: 0
* 2S+1: 3

Structure (XYZ):
```
20
C5H11NO2S | OMol25 | the ωB97M-V functional and the def2-TZVPD basis
C -1.78587 -1.54550 0.22436
C -0.23804 -1.77710 0.17717
C -1.45380 -0.00457 0.37574
C 1.11964 1.74866 0.58950
C 0.99811 0.38923 -0.18630
N -0.05662 -0.34442 0.46858
O 3.55346 0.65319 -0.35087
O 2.60127 -1.77566 -0.16751
S 2.53526 -0.44494 0.43686
H -2.41837 -1.61663 -0.72158
H -2.21739 -1.91239 1.02472
H 0.30156 -2.21041 1.02940
H 0.03470 -2.04020 -0.85047
H -1.60241 0.71032 -0.56659
H -2.00224 0.36679 1.16633
H 0.77700 2.67073 -0.05540
H 2.15901 2.02873 0.69939
H 0.65682 1.74267 1.62104
H 0.87922 0.48575 -1.58330
H 4.34011 0.25652 -0.67931
```


No. 3
The following is a quantum chemistry calculation of C5H5NO in the gas phase in a non-equilibrium geometry, from OMol25.

Results
* calculated total energy: -8798.8072 eV
* ΔE to the lowest compared entry with this formula, charge and spin: 106.4 kcal/mol
* strongest force on any atom: 0.0225 hartree/bohr
* gap between HOMO and LUMO: 10.00 eV
* total charge: 0

Structure (XYZ):
```
12
C5H5NO | OMol25 | the ωB97M-V functional and the def2-TZVPD basis
O -1.89919 0.32353 0.57488
C -0.76112 -0.46758 0.74708
C 0.24783 -0.31475 -0.43493
C 0.68168 1.90165 0.08830
C 0.49729 1.13051 -0.93913
C 1.50417 -1.00057 -0.10588
N 2.46954 -1.56256 0.19450
H -1.64017 1.24366 0.72721
H -0.26583 -0.28450 1.71074
H -1.09320 -1.50924 0.73981
H -0.20013 -0.81010 -1.29677
H 0.45914 1.34997 -2.00581
```


No. 4
The following is a quantum chemistry calculation of a molecular structure, C10H11AuClF5Ti in a non-equilibrium geometry, from OMol25.

Results
* calculated total energy: -63458.4061 eV
* ΔE to the lowest compared entry with this formula, charge and spin: 84.3 kcal/mol
* strongest force on any atom: 0.0488 hartree/bohr
* gap between HOMO and LUMO (alpha / beta): 2.56 / 3.97 eV
* total charge: -1
* 2S+1: 4

Structure (XYZ):
```
29
C10H11AuClF5Ti | OMol25 | the ωB97M-V functional and the def2-TZVPD basis
Ti -2.39151 0.91827 1.08455
Cl -2.82432 2.21501 -0.58085
C -3.03875 -0.98624 0.94671
H -3.21782 -1.19265 2.01159
H -2.59527 -1.95303 0.50822
H -4.01871 -0.84267 0.45690
Au 0.61145 -0.66855 -2.83041
C 2.09615 0.15670 -4.17068
C -0.00071 -0.76074 -4.88895
C 1.14771 -1.79875 -1.17412
H -0.99029 -1.25390 -4.80316
H -0.09126 0.20730 -5.39935
H 0.68528 -1.44268 -5.44023
H 2.48969 -0.65076 -4.81589
H 1.76589 1.01587 -4.75716
H 2.88915 0.45503 -3.45064
H 0.20624 -2.22668 -0.83698
H 1.36104 -1.10555 -0.37797
F -0.30186 -1.69438 2.54671
C -0.01536 -0.41327 2.97029
C -0.51971 0.68943 2.21872
C 0.02355 1.93753 2.53844
F -0.29082 2.99074 1.67568
C 0.81490 2.15843 3.63761
F 1.21884 3.42452 4.01555
C 1.16550 1.05198 4.43397
F 1.88089 1.26081 5.55532
C 0.77638 -0.22445 4.07298
F 1.16372 -1.26733 4.85317
```


No. 5
The following is a quantum chemistry calculation of a molecular structure, C17H34BeOP2 in a non-equilibrium geometry, from OMol25.

Results
* calculated total energy: -39197.3371 eV
* ΔE to the lowest compared entry with this formula, charge and spin: 131.1 kcal/mol
* strongest force on any atom: 0.0739 hartree/bohr
* gap between HOMO and LUMO: 4.80 eV
* total charge: 0

Structure (XYZ):
```
55
C17H34BeOP2 | OMol25 | the ωB97M-V functional and the def2-TZVPD basis
P 0.04058 -1.83704 -4.43053
P 0.31445 1.86898 -5.34527
C -0.11703 -0.94138 -6.02862
C 0.79798 0.29155 -6.17859
H -1.16594 -0.66424 -6.23707
H 0.17735 -1.69733 -6.77454
H 1.83491 0.07232 -5.87993
H 0.82412 0.54905 -7.24930
C -0.77050 2.63213 -6.60829
H -1.40104 3.41039 -6.15690
H -1.40974 1.88221 -7.09728
H -0.12708 3.09774 -7.36940
C 1.80240 2.90122 -5.53351
H 1.77352 3.37095 -6.52480
H 2.70668 2.28694 -5.45118
H 1.81869 3.69155 -4.77408
C -0.85662 -3.37779 -4.49512
H -0.61658 -3.97285 -3.60312
H -0.52895 -3.92117 -5.39123
H -1.94414 -3.22698 -4.54803
C 1.78989 -2.16977 -4.26017
H 2.42706 -1.27801 -4.22006
H 2.09072 -2.74077 -5.15072
H 1.99508 -2.79505 -3.38603
Be 2.04955 -1.22651 -1.56092
C -0.47652 2.60873 -3.65086
C -1.84375 3.05396 -3.70922
C -3.02807 2.23261 -3.96171
C -2.99172 0.83599 -3.26590
C -2.15063 -0.07799 -4.02012
C -0.99106 -0.65268 -3.39459
C 0.20159 0.25738 -2.98878
C -0.10002 1.65328 -2.49306
C 1.89384 -2.85786 -0.96365
H 0.16399 3.50026 -3.55671
H -2.04742 4.09098 -3.40590
H -3.23354 2.07729 -5.04663
H -3.89684 2.78218 -3.54946
H -2.71495 0.98441 -2.21639
H -4.02047 0.44322 -3.25363
H -2.65647 -0.65085 -4.79634
H -1.26368 -1.30968 -2.54991
H 0.95952 0.31262 -3.81207
H 0.78211 -0.28385 -2.19348
H -0.85332 1.61477 -1.69383
H 0.81979 2.02568 -2.00365
H 2.57038 -3.00868 -0.10430
H 2.15071 -3.65352 -1.67666
H 0.88469 -3.11233 -0.59202
C 0.46164 0.24872 0.78587
C 1.34314 -0.45219 -0.10531
O 2.54410 -0.14173 -0.49627
H -0.53106 0.33023 0.29860
H 0.80958 1.25679 1.08376
H 0.28120 -0.37517 1.67904
```


No. 6
The following is a quantum chemistry calculation of a molecular structure, C30H34Cl2CoN4O11P2S2Si in a non-equilibrium geometry, from OMol25.

Results
* calculated total energy: -170951.5007 eV
* ΔE to the lowest compared entry with this formula, charge and spin: 22.9 kcal/mol
* strongest force on any atom: 0.0277 hartree/bohr
* gap between HOMO and LUMO (alpha / beta): 8.04 / 5.55 eV
* total charge: -1
* 2S+1: 5

Structure (XYZ):
```
87
C30H34Cl2CoN4O11P2S2Si | OMol25 | the ωB97M-V functional and the def2-TZVPD basis
Co -0.41643 0.00576 -0.82866
C -4.09025 1.36722 -2.40396
C -3.11172 2.47721 -2.04076
O -3.62322 3.78312 -2.38249
P -2.74308 2.48640 -0.26581
O -4.09745 2.16157 0.53858
O -2.50922 4.01514 0.07491
O -1.68081 1.55320 0.16460
P -1.52829 2.28484 -3.00248
O -0.58151 3.36424 -2.26046
O -1.92492 2.81135 -4.33921
O -0.98511 0.90829 -2.77916
H -5.04794 1.52626 -1.90598
H -3.68439 0.39103 -2.13379
H -4.23960 1.38145 -3.48506
H -3.29857 3.91789 -3.29288
H -3.99791 1.30451 0.97254
H -2.52556 4.52034 -0.75769
H 0.18399 2.90231 -1.85461
Cl -4.77439 -2.20158 3.71048
C -3.04790 -1.89229 3.68028
C -2.60216 -0.69026 4.20007
C -1.24785 -0.39997 4.17921
C -0.36702 -1.32498 3.64300
C -0.83097 -2.52056 3.12905
Cl 0.34983 -3.63147 2.50153
C -2.19035 -2.85200 3.12030
N -2.68989 -4.06661 2.65888
C -2.23207 -4.67696 1.44415
C -1.58749 -5.90518 1.51572
C -1.18317 -6.55873 0.36404
C -1.43131 -5.97468 -0.87373
C -2.09118 -4.75837 -0.93948
C -2.51006 -4.09463 0.21369
C -3.25335 -2.79232 0.07302
C -2.29125 -1.66492 -0.26055
O -2.29882 -1.16799 -1.41595
O -1.49908 -1.28925 0.63173
H -3.32189 0.00836 4.60404
H -0.87917 0.53654 4.57512
H 0.69960 -1.13150 3.61576
H -3.69098 -4.13170 2.76689
H -1.39095 -6.32377 2.49495
H -0.68085 -7.51574 0.42987
H -1.12427 -6.47444 -1.78492
H -2.29818 -4.29775 -1.90004
H -3.79721 -2.54572 0.98409
H -3.96066 -2.86464 -0.75060
C 4.62212 3.55576 -1.36342
Si 3.76229 2.18453 -2.28550
C 3.31638 2.76982 -3.99258
C 4.89093 0.70160 -2.37259
C 2.23723 1.70393 -1.44898
C 1.18500 1.28384 -0.97730
H 5.58135 3.79974 -1.83199
H 4.81123 3.26960 -0.32441
H 4.00123 4.45608 -1.35861
H 4.15363 3.25217 -4.50751
H 2.48750 3.48008 -3.92906
H 2.97087 1.92848 -4.59935
H 5.91150 0.98071 -2.65139
H 4.51490 -0.01199 -3.11218
H 4.91831 0.19491 -1.40038
N 1.70485 5.12014 2.43783
C 1.97003 3.77603 2.19862
C 3.26211 3.35286 1.88241
C 3.53134 2.00987 1.69541
C 2.50227 1.09176 1.82710
C 1.20429 1.49602 2.12879
C 0.94303 2.83427 2.30596
S 2.84892 -0.59737 1.67177
O 4.08753 -0.79854 0.96490
O 2.63788 -1.29009 2.91143
N 1.54321 -0.96759 0.71068
C 1.64111 -1.81507 -0.25746
S 2.88238 -3.03989 -0.54998
C 1.99596 -3.58056 -1.87358
C 0.85784 -2.79632 -2.08977
N 0.66803 -1.82782 -1.22816
H 2.35641 5.76786 2.02654
H 0.74546 5.39670 2.30501
H 4.05129 4.08628 1.75980
H 4.52055 1.67180 1.41510
H 0.39358 0.77637 2.15084
H -0.07163 3.16331 2.49906
H 2.33044 -4.42062 -2.46276
H 0.15367 -2.91772 -2.90253
```


No. 7
The following is a quantum chemistry calculation of C18H22N2O3 in the gas phase, from OMol25.

Results
* calculated total energy: -28146.5984 eV
* ΔE to the lowest compared entry with this formula, charge and spin: 20.4 kcal/mol
* strongest force on any atom: 0.0148 hartree/bohr
* gap between HOMO and LUMO: 8.91 eV
* total charge: 0
* SMILES: CCC(=O)c1cn(CC(=O)NC[C@H]2CCCO2)c2ccccc12

Structure (XYZ):
```
45
C18H22N2O3 | OMol25 | the ωB97M-V functional and the def2-TZVPD basis
C -5.00784 -2.12340 -1.38970
C -3.97958 -1.45564 -0.48691
C -3.15684 -0.42405 -1.23345
O -3.31992 -0.20645 -2.41825
C -2.15207 0.30820 -0.46514
C -1.36704 1.27975 -1.04970
N -0.52535 1.83485 -0.15074
C -0.72457 1.22052 1.06464
C -0.08734 1.44620 2.27934
C -0.47994 0.68740 3.36038
C -1.48229 -0.27398 3.23181
C -2.11800 -0.50004 2.03018
C -1.74816 0.25060 0.91387
H -2.88757 -1.25139 1.97032
H -1.76489 -0.85364 4.09812
H -0.00587 0.83630 4.31878
H 0.69186 2.18785 2.37643
C 0.47608 2.81544 -0.45148
H 0.15009 3.42924 -1.29460
H 0.62255 3.47242 0.41163
C 1.84414 2.21063 -0.82828
O 2.58421 2.76417 -1.61115
N 2.14161 1.07637 -0.17378
H 1.44338 0.60671 0.38771
C 3.27888 0.25088 -0.49717
H 3.90948 0.14339 0.39154
C 2.77900 -1.13267 -0.95047
C 3.91138 -2.16034 -1.04479
H 3.68788 -2.89571 -1.81755
H 4.86609 -1.69076 -1.26906
C 3.87237 -2.81519 0.33526
H 4.42232 -2.21456 1.06022
H 4.27407 -3.82522 0.33829
C 2.37674 -2.78652 0.64306
H 2.15203 -2.72993 1.71077
O 1.85862 -1.62275 0.02074
H 1.87658 -3.66994 0.22326
H 2.23773 -1.01654 -1.89756
H 3.84372 0.74406 -1.29019
H -1.38633 1.60025 -2.07376
H -4.47589 -0.95485 0.34769
H -3.29323 -2.20085 -0.07748
H -5.68957 -1.37970 -1.79442
H -4.51189 -2.61179 -2.22456
H -5.58061 -2.86364 -0.83582
```